{
  "formula": "C7H20O6",
  "method": "ωB97M-V/def2-TZVPD",
  "e_above_lowest_kj_mol": 252.5,
  "total_energy_ha": -730.06547,
  "orbital_gap_ev": 10.711,
  "smiles": "O=COCCCO.CO.CO.CO",
  "lumo_ev": 0.605,
  "mol_weight_g_mol": 200.23,
  "homo_ev": -10.106,
  "elements": ["O", "C", "O", "C", "C", "C", "O", "H", "H", "H", "H", "H", "H", "H", "H", "C", "O", "H", "H", "H", "H", "C", "O", "H", "H", "H", "H", "C", "O", "H", "H", "H", "H"],
  "coordinates": [[-1.537, 2.466, -0.367], [-0.530, 2.304, -0.982], [0.661, 1.991, -0.450], [0.657, 0.718, 0.219], [-0.093, 0.724, 1.578], [0.166, 2.020, 2.327], [1.558, 1.990, 2.674], [-0.544, 2.447, -2.068], [0.282, -0.082, -0.418], [1.687, 0.477, 0.447], [-1.149, 0.567, 1.374], [0.316, -0.077, 2.187], [-0.066, 2.903, 1.742], [-0.409, 2.028, 3.256], [1.788, 2.872, 2.955], [-4.192, -0.709, 0.152], [-3.863, 0.163, -0.923], [-5.050, -1.303, -0.150], [-3.359, -1.381, 0.380], [-4.454, -0.139, 1.048], [-3.106, 0.688, -0.650], [4.162, -1.304, 1.023], [3.132, -1.154, 0.047], [3.975, -0.582, 1.815], [4.149, -2.310, 1.449], [5.144, -1.106, 0.586], [3.295, -1.794, -0.650], [-0.804, -2.097, -3.111], [0.491, -2.049, -2.514], [-1.534, -2.222, -2.315], [-1.021, -1.169, -3.646], [-0.884, -2.942, -3.800], [1.131, -1.937, -3.220]]
}

=====

{
  "formula": "C7H21BNO4PTa",
  "method": "ωB97M-V/def2-TZVPD",
  "total_energy_ha": -1058.13606,
  "orbital_gap_ev": 6.639,
  "lumo_ev": 2.727,
  "charge": -1,
  "mol_weight_g_mol": 405.98,
  "homo_ev": -3.912,
  "elements": ["C", "B", "O", "Ta", "C", "C", "C", "C", "N", "C", "C", "O", "P", "O", "O", "H", "H", "H", "H", "H", "H", "H", "H", "H", "H", "H", "H", "H", "H", "H", "H", "H", "H", "H", "H", "H"],
  "coordinates": [[0.122, 4.318, -0.388], [0.062, 3.018, 0.523], [0.677, 3.074, 1.772], [-1.028, 1.029, -0.272], [-0.855, -0.018, 1.761], [-0.416, -1.501, 1.846], [0.755, -2.006, 0.991], [0.325, -2.781, -0.262], [0.924, -2.285, -1.501], [2.340, -2.297, -1.504], [3.062, -3.435, -0.805], [2.994, -1.430, -2.073], [-3.349, 2.147, 0.260], [-4.302, 1.777, -1.065], [-3.174, 3.816, 0.136], [0.130, 3.999, -1.423], [1.041, 4.875, -0.204], [-0.749, 4.948, -0.228], [1.094, 2.235, 1.938], [-1.849, -0.527, -0.953], [-1.272, 1.846, -1.947], [0.652, 0.627, -0.893], [-1.863, 0.006, 2.179], [-0.240, 0.553, 2.454], [-1.279, -2.139, 1.687], [-0.110, -1.670, 2.878], [1.285, -2.719, 1.621], [1.469, -1.224, 0.755], [-0.748, -2.676, -0.366], [0.520, -3.846, -0.120], [0.548, -2.751, -2.311], [3.972, -3.605, -1.367], [2.500, -4.359, -0.779], [3.365, -3.142, 0.193], [-3.879, 2.147, -1.843], [-2.724, 3.996, -0.690]]
}

=====

{
  "formula": "C7H21BrNOP2",
  "method": "ωB97M-V/def2-TZVPD",
  "total_energy_ha": -3665.99373,
  "orbital_gap_ev": 7.056,
  "lumo_ev": 3.205,
  "charge": -1,
  "mol_weight_g_mol": 277.10,
  "homo_ev": -3.850,
  "elements": ["C", "C", "C", "C", "N", "P", "P", "O", "C", "Br", "C", "C", "H", "H", "H", "H", "H", "H", "H", "H", "H", "H", "H", "H", "H", "H", "H", "H", "H", "H", "H", "H", "H"],
  "coordinates": [[-2.758, -2.682, 0.652], [-1.980, -2.156, -0.548], [-0.534, -2.652, -0.567], [0.394, -1.913, -1.560], [1.589, -1.314, -0.996], [1.413, 0.102, 0.080], [1.593, 1.423, -1.905], [2.860, 1.501, -2.716], [1.288, 1.743, 1.138], [2.247, 1.471, 2.851], [-0.110, 2.281, 1.392], [-0.222, 3.812, 1.468], [-2.746, -3.775, 0.689], [-2.305, -2.326, 1.581], [-3.803, -2.363, 0.641], [-1.976, -1.062, -0.540], [-2.486, -2.460, -1.472], [-0.534, -3.727, -0.790], [-0.113, -2.552, 0.440], [0.693, -2.594, -2.366], [-0.176, -1.113, -2.046], [2.127, -2.015, -0.496], [-0.034, 0.147, -0.163], [1.257, -0.685, 1.291], [2.844, 0.189, 0.181], [0.436, 1.101, -2.696], [1.106, 2.740, -1.575], [1.911, 2.511, 0.676], [-0.747, 1.889, 0.591], [-0.497, 1.832, 2.310], [-0.425, 4.160, 2.483], [0.706, 4.290, 1.148], [-1.018, 4.195, 0.825]]
}

=====

{
  "formula": "C7H21N2OSi",
  "method": "ωB97M-V/def2-TZVPD",
  "total_energy_ha": -753.12012,
  "s2": 2.004,
  "orbital_gap_ev": [6.254, 6.948],
  "lumo_ev": [-2.523, -6.725],
  "spin_multiplicity": 3,
  "charge": 1,
  "mol_weight_g_mol": 177.34,
  "homo_ev": [-8.777, -13.674],
  "elements": ["C", "C", "C", "C", "C", "C", "C", "N", "N", "O", "Si", "H", "H", "H", "H", "H", "H", "H", "H", "H", "H", "H", "H", "H", "H", "H", "H", "H", "H", "H", "H", "H"],
  "coordinates": [[0.869, 0.986, -2.519], [-3.585, 0.904, 0.601], [2.740, -2.563, -0.286], [0.887, -1.951, 2.073], [1.119, 1.642, -1.113], [-2.269, 1.539, 0.184], [0.624, 0.844, 0.065], [0.731, 1.530, 1.268], [-1.194, 0.476, -0.054], [-0.153, -1.928, -0.536], [1.246, -1.529, 0.265], [1.031, 1.746, -3.257], [-0.148, 0.840, -2.680], [1.479, 0.115, -2.679], [-4.440, 1.346, 0.099], [-3.645, -0.159, 0.456], [-3.746, 1.126, 1.686], [3.648, -2.228, 0.252], [2.542, -3.577, -0.120], [3.005, -2.523, -1.264], [1.586, -1.636, 2.748], [-0.058, -1.551, 2.490], [0.849, -2.982, 2.050], [0.782, 2.662, -1.099], [2.187, 1.767, -1.114], [-1.903, 2.217, 0.909], [-2.442, 2.270, -0.736], [0.220, 2.474, 1.356], [0.816, 0.991, 2.161], [-1.344, -0.162, 0.772], [-1.055, 0.073, -1.079], [-0.374, -2.759, -0.897]]
}

=====

{
  "formula": "C7H21N3PS",
  "method": "ωB97M-V/def2-TZVPD",
  "e_above_lowest_kj_mol": 0.0,
  "total_energy_ha": -1182.79100,
  "orbital_gap_ev": 8.822,
  "lumo_ev": -3.448,
  "charge": 1,
  "mol_weight_g_mol": 210.31,
  "homo_ev": -12.270,
  "elements": ["C", "C", "C", "C", "C", "C", "C", "N", "N", "N", "P", "S", "H", "H", "H", "H", "H", "H", "H", "H", "H", "H", "H", "H", "H", "H", "H", "H", "H", "H", "H", "H", "H"],
  "coordinates": [[0.428, -2.542, -1.209], [0.900, -0.342, -2.283], [-0.962, -1.742, 1.309], [0.637, -0.480, 2.569], [-1.707, 2.297, -1.525], [-2.045, 1.686, 0.917], [0.741, -0.479, 0.100], [0.651, -1.092, -1.111], [0.248, -0.994, 1.265], [-1.555, 1.225, -0.441], [3.739, 0.601, 0.336], [1.620, 1.053, 0.314], [-0.514, -2.717, -1.732], [1.010, -2.963, -2.056], [0.631, -3.137, -0.359], [1.990, -0.286, -2.499], [0.539, -0.685, -3.180], [0.654, 0.661, -2.055], [-1.371, -2.006, 0.346], [-0.606, -2.628, 1.745], [-1.561, -1.277, 2.131], [0.491, -1.156, 3.330], [1.710, -0.288, 2.563], [0.123, 0.490, 2.825], [-0.841, 3.032, -1.577], [-1.548, 1.741, -2.459], [-2.613, 2.913, -1.543], [-1.409, 2.532, 1.143], [-3.118, 2.067, 0.930], [-1.909, 0.934, 1.673], [-2.048, 0.379, -0.678], [3.768, 1.345, 1.619], [3.930, 1.858, -0.408]]
}

=====

{
  "formula": "C7H21N7O14",
  "method": "ωB97M-V/def2-TZVPD",
  "e_above_lowest_kj_mol": 1026.0,
  "total_energy_ha": -1714.91738,
  "orbital_gap_ev": 8.390,
  "smiles": "C[N+](=O)[O-].C[N+](=O)[O-].C[N+](=O)[O-].C[N+](=O)[O-].C[N+](=O)[O-].C[N+](=O)[O-].C[N+](=O)[O-]",
  "lumo_ev": -1.513,
  "mol_weight_g_mol": 427.28,
  "homo_ev": -9.904,
  "elements": ["C", "N", "O", "O", "H", "H", "H", "C", "N", "O", "O", "H", "H", "H", "C", "N", "O", "O", "H", "H", "H", "C", "N", "O", "O", "H", "H", "H", "C", "N", "O", "O", "H", "H", "H", "C", "N", "O", "O", "H", "H", "H", "C", "N", "O", "O", "H", "H", "H"],
  "coordinates": [[13.776, 4.394, -16.726], [14.164, 3.122, -17.404], [13.304, 2.269, -17.776], [15.321, 2.916, -17.701], [14.170, 4.201, -15.728], [12.687, 4.421, -16.755], [14.196, 5.234, -17.279], [12.629, 5.277, -22.237], [11.219, 5.659, -22.519], [10.969, 6.388, -23.494], [10.341, 5.346, -21.748], [12.985, 4.617, -23.028], [12.730, 4.827, -21.249], [13.295, 6.139, -22.198], [10.573, 8.558, -18.379], [10.555, 7.198, -19.059], [9.981, 6.275, -18.418], [10.897, 6.981, -20.212], [10.968, 9.334, -19.034], [11.243, 8.514, -17.520], [9.579, 8.804, -18.006], [11.149, 6.137, -16.472], [9.895, 6.630, -15.943], [9.051, 5.796, -15.655], [9.748, 7.792, -15.864], [11.458, 6.921, -17.163], [10.908, 5.181, -16.937], [11.818, 6.016, -15.620], [16.792, 8.077, -20.974], [15.893, 6.826, -20.947], [15.843, 6.382, -19.767], [15.536, 6.311, -22.028], [17.248, 8.344, -20.020], [16.038, 8.777, -21.334], [17.548, 7.824, -21.717], [13.176, 7.378, -19.982], [13.198, 6.085, -19.245], [12.694, 6.180, -18.127], [13.827, 5.130, -19.664], [14.170, 7.677, -20.312], [12.783, 8.219, -19.411], [12.546, 7.279, -20.866], [14.739, 8.480, -16.310], [13.534, 7.979, -17.036], [13.271, 8.547, -18.064], [12.721, 7.299, -16.432], [15.148, 7.614, -15.790], [14.471, 9.348, -15.708], [15.457, 8.843, -17.045]]
}

=====

{
  "formula": "C7H21N7O14",
  "method": "ωB97M-V/def2-TZVPD",
  "e_above_lowest_kj_mol": 60.2,
  "total_energy_ha": -1715.28524,
  "orbital_gap_ev": 10.086,
  "smiles": "C[N+](=O)[O-].C[N+](=O)[O-].C[N+](=O)[O-].C[N+](=O)[O-].C[N+](=O)[O-].C[N+](=O)[O-].C[N+](=O)[O-]",
  "lumo_ev": -0.644,
  "mol_weight_g_mol": 427.28,
  "homo_ev": -10.730,
  "elements": ["C", "N", "O", "O", "H", "H", "H", "C", "N", "O", "O", "H", "H", "H", "C", "N", "O", "O", "H", "H", "H", "C", "N", "O", "O", "H", "H", "H", "C", "N", "O", "O", "H", "H", "H", "C", "N", "O", "O", "H", "H", "H", "C", "N", "O", "O", "H", "H", "H"],
  "coordinates": [[-1.889, 3.986, 1.716], [-2.651, 2.761, 1.274], [-2.228, 2.177, 0.291], [-3.649, 2.469, 1.886], [-1.278, 4.228, 0.856], [-1.327, 3.666, 2.586], [-2.625, 4.760, 1.894], [3.815, 1.118, 3.915], [3.551, -0.311, 3.602], [4.202, -1.134, 4.198], [2.710, -0.553, 2.757], [3.569, 1.299, 4.956], [3.270, 1.761, 3.239], [4.891, 1.235, 3.783], [-2.014, -2.224, -4.484], [-0.713, -2.756, -5.010], [-0.130, -2.088, -5.843], [-0.323, -3.807, -4.555], [-2.420, -3.023, -3.881], [-2.609, -1.905, -5.332], [-1.735, -1.356, -3.893], [0.422, -5.750, 0.866], [1.734, -5.597, 1.548], [1.731, -5.401, 2.746], [2.727, -5.700, 0.857], [-0.345, -5.267, 1.454], [0.244, -6.813, 0.729], [0.529, -5.287, -0.110], [0.863, -0.256, -0.033], [0.222, -1.320, -0.850], [-0.662, -0.994, -1.624], [0.651, -2.446, -0.735], [0.181, 0.580, 0.028], [1.825, -0.015, -0.469], [0.985, -0.699, 0.952], [-3.292, 0.449, -2.526], [-4.327, 1.240, -1.817], [-4.487, 2.397, -2.173], [-4.933, 0.700, -0.921], [-3.320, 0.634, -3.591], [-3.567, -0.587, -2.341], [-2.356, 0.647, -2.014], [2.153, 4.818, 1.019], [2.063, 3.356, 0.713], [1.012, 2.776, 0.886], [3.056, 2.864, 0.217], [1.229, 5.098, 1.517], [2.230, 5.315, 0.059], [3.016, 4.956, 1.657]]
}

=====

{
  "formula": "C7H22AgF2N2O10S2",
  "method": "ωB97M-V/def2-TZVPD",
  "total_energy_ha": -2284.83678,
  "orbital_gap_ev": 5.110,
  "lumo_ev": 2.173,
  "charge": -1,
  "mol_weight_g_mol": 504.25,
  "homo_ev": -2.937,
  "elements": ["N", "H", "H", "H", "H", "Ag", "N", "S", "O", "O", "F", "S", "O", "O", "F", "C", "O", "O", "O", "C", "C", "O", "H", "H", "H", "H", "H", "H", "C", "C", "O", "H", "H", "H", "H", "H", "H", "C", "C", "O", "H", "H", "H", "H", "H", "H"],
  "coordinates": [[-12.377, 40.601, 0.298], [-11.708, 40.133, 0.893], [-11.917, 41.339, -0.216], [-12.993, 41.006, 0.989], [-12.929, 40.001, -0.297], [-12.107, 41.517, 3.419], [-14.069, 41.483, 1.959], [-15.292, 40.591, 2.249], [-16.039, 40.088, 1.106], [-15.958, 40.750, 3.529], [-14.433, 39.263, 2.630], [-15.082, 42.949, 1.980], [-15.241, 43.575, 3.268], [-16.086, 43.056, 0.921], [-13.832, 43.806, 1.292], [-9.590, 40.737, 2.352], [-8.352, 40.583, 2.256], [-9.868, 41.925, 2.548], [-10.451, 39.918, 2.206], [-13.538, 37.703, 5.566], [-12.165, 37.877, 4.864], [-12.106, 39.176, 4.268], [-14.342, 37.709, 4.830], [-13.829, 38.493, 6.259], [-13.693, 36.698, 5.961], [-11.934, 37.115, 4.120], [-11.320, 37.638, 5.509], [-11.509, 39.106, 3.520], [-13.695, 39.520, -3.658], [-14.266, 39.857, -2.337], [-13.596, 38.960, -1.382], [-12.626, 39.718, -3.734], [-14.116, 40.120, -4.465], [-13.829, 38.445, -3.775], [-15.337, 39.690, -2.217], [-14.110, 40.863, -1.948], [-13.784, 38.054, -1.640], [-10.655, 44.933, -2.000], [-10.843, 43.949, -0.819], [-10.775, 42.613, -1.216], [-11.248, 44.560, -2.835], [-9.630, 44.913, -2.371], [-10.990, 45.932, -1.721], [-11.842, 43.963, -0.385], [-10.053, 44.085, -0.080], [-9.879, 42.384, -1.474]]
}

=====

- Which formula does entry 3 have?
  C7H21BrNOP2